1.
This record from the OMol25 dataset describes a 15-piece molecular cluster, C72H150F9N3O33 overall. The level of theory is ωB97M-V/def2-TZVPD.

Last column: Mulliken charge in e.
Element x y z (Å)
C1 -3.3223 -11.3579 4.0202  -0.67
C2 -4.2225 -10.7298 4.9819  0.30
N1 -4.9480 -10.1651 5.7192  -0.37
H1 -2.5844 -11.8850 4.6249  0.24
H2 -2.7967 -10.6045 3.4335  0.25
H3 -3.8473 -12.0714 3.3851  0.26
C3 0.7215 0.3152 -9.3706  -0.71
C4 1.5011 1.5621 -9.6015  0.27
N2 2.1611 2.4771 -9.7918  -0.30
H4 1.3093 -0.6028 -9.3707  0.27
H5 -0.0291 0.2207 -10.1553  0.25
H6 0.1798 0.3446 -8.4251  0.23
C5 -10.0575 -7.3512 -0.7769  -0.69
C6 -8.7138 -7.6697 -0.3903  0.28
N3 -7.6491 -7.9288 -0.0795  -0.33
H7 -10.1541 -6.3036 -1.0620  0.26
H8 -10.6693 -7.6502 0.0742  0.23
H9 -10.4057 -8.0212 -1.5630  0.26
C7 -4.7868 3.3053 -7.4299  -0.67
O1 -3.6220 2.8168 -6.8046  -0.32
C8 -3.6363 2.9634 -5.3009  -0.53
C9 -4.6469 1.9697 -4.6197  -0.61
O2 -4.2716 0.6109 -4.8975  -0.26
C10 -5.3507 -0.3538 -4.8608  -0.43
C11 -4.8169 -1.6218 -5.5277  -0.40
O3 -5.9150 -2.5452 -5.5599  -0.30
C12 -5.6041 -3.8055 -6.0745  -0.74
H10 -4.8573 4.3835 -7.2860  0.29
H11 -5.7115 2.8103 -7.1331  0.27
H12 -4.5809 3.0964 -8.4797  0.23
H13 -4.0361 3.9596 -5.1119  0.36
H14 -2.6529 2.8608 -4.8421  0.33
H15 -5.6751 2.2199 -4.8810  0.38
H16 -4.5555 2.0860 -3.5397  0.37
H17 -6.2148 0.0284 -5.4042  0.31
H18 -5.7354 -0.5368 -3.8575  0.26
H19 -3.9620 -1.9446 -4.9334  0.29
H20 -4.4311 -1.4574 -6.5338  0.31
H21 -4.9586 -4.3404 -5.3779  0.30
H22 -5.1775 -3.8348 -7.0771  0.30
H23 -6.5425 -4.3530 -6.1625  0.25
C13 -12.6310 -5.2608 3.9782  -0.76
O4 -13.7554 -6.1264 4.1448  -0.29
C14 -14.9821 -5.5746 3.6971  -0.50
C15 -16.0484 -6.6724 3.9565  -0.24
O5 -17.2141 -6.2630 3.3583  -0.39
C16 -18.4475 -6.7555 3.9165  -0.49
C17 -18.7807 -8.1610 3.3940  -0.49
O6 -17.9066 -9.2627 3.8232  -0.34
C18 -18.1586 -9.6095 5.1677  -0.67
H24 -12.4414 -5.0172 2.9328  0.29
H25 -11.7384 -5.7225 4.4003  0.28
H26 -12.6446 -4.3466 4.5716  0.31
H27 -14.9392 -5.3546 2.6304  0.32
H28 -15.3321 -4.6236 4.0986  0.31
H29 -16.1570 -6.8177 5.0313  0.23
H30 -15.6863 -7.6330 3.5903  0.28
H31 -19.2124 -6.0018 3.7291  0.36
H32 -18.3691 -6.7883 5.0031  0.30
H33 -18.5979 -8.1039 2.3209  0.31
H34 -19.8361 -8.3595 3.5805  0.39
H35 -19.0489 -10.2263 5.2900  0.29
H36 -18.2392 -8.7202 5.7927  0.29
H37 -17.3081 -10.2242 5.4627  0.23
C19 2.1112 10.0510 -11.7459  -0.73
O7 2.6306 9.2737 -10.6768  -0.23
C20 1.7215 9.2912 -9.5454  -0.48
C21 2.4958 9.1130 -8.2166  -0.60
O8 3.6714 8.3485 -8.4568  -0.18
C22 4.6343 8.4546 -7.3976  -0.53
C23 5.8674 7.6187 -7.7726  -0.52
O9 6.1832 7.8157 -9.1569  -0.29
C24 7.5369 8.2717 -9.3660  -0.74
H38 1.5327 10.9287 -11.4575  0.32
H39 1.4615 9.4807 -12.4097  0.28
H40 2.9987 10.2668 -12.3409  0.22
H41 1.0962 8.3984 -9.5488  0.25
H42 1.0586 10.1509 -9.4472  0.34
H43 1.8144 8.6296 -7.5165  0.33
H44 2.6355 10.1220 -7.8286  0.35
H45 4.1790 8.0479 -6.4946  0.30
H46 4.8782 9.4921 -7.1693  0.33
H47 5.7067 6.5479 -7.6473  0.33
H48 6.6436 7.8841 -7.0549  0.41
H49 7.7593 8.3038 -10.4325  0.23
H50 8.2482 7.7009 -8.7691  0.31
H51 7.5934 9.3073 -9.0307  0.32
C25 3.8854 16.6145 2.8763  -0.76
O10 3.7314 15.4013 3.5882  -0.30
C26 4.9931 14.6953 3.8032  -0.52
C27 4.7767 13.4632 4.7565  -0.66
O11 4.1880 12.3338 4.1157  -0.33
C28 2.7685 12.4801 3.8753  -0.38
C29 2.2353 11.2880 3.0081  -0.57
O12 2.3311 10.0571 3.6689  -0.29
C30 1.6120 9.0338 3.0808  -0.77
H52 4.7494 17.2223 3.1448  0.31
H53 3.0077 17.2180 3.1077  0.24
H54 4.0254 16.3946 1.8179  0.30
H55 5.8178 15.2935 4.1907  0.46
H56 5.3067 14.2728 2.8486  0.32
H57 4.1178 13.7290 5.5830  0.35
H58 5.6610 13.1036 5.2827  0.40
H59 2.5179 13.4203 3.3841  0.37
H60 2.2124 12.4942 4.8127  0.29
H61 2.8792 11.2691 2.1289  0.30
H62 1.1993 11.5103 2.7522  0.38
H63 0.5718 9.0626 3.4053  0.28
H64 2.0479 8.1059 3.4510  0.24
H65 1.7047 9.0362 1.9947  0.33
C31 3.0113 -11.9214 -12.6091  -0.76
O13 3.3216 -11.1524 -11.4189  -0.30
C32 3.6728 -11.9555 -10.2337  -0.64
C33 3.6757 -11.1221 -8.9888  -0.51
O14 2.3803 -10.7209 -8.7244  -0.21
C34 2.2749 -9.9059 -7.6216  -0.56
C35 0.8935 -9.1959 -7.4624  -0.60
O15 0.7871 -7.9825 -8.2212  -0.40
C36 0.7966 -8.2478 -9.6453  -0.63
H66 3.8034 -12.5849 -12.9562  0.29
H67 2.8132 -11.2272 -13.4258  0.25
H68 2.0601 -12.4321 -12.4593  0.32
H69 4.6687 -12.3528 -10.4296  0.41
H70 3.0332 -12.8208 -10.0593  0.35
H71 4.3772 -10.2891 -9.0353  0.37
H72 4.0405 -11.8356 -8.2500  0.35
H73 2.9475 -9.0561 -7.7378  0.37
H74 2.4117 -10.5713 -6.7692  0.39
H75 0.8239 -8.7931 -6.4520  0.36
H76 0.0738 -9.8979 -7.6151  0.37
H77 0.2875 -7.4731 -10.2187  0.30
H78 0.2800 -9.1702 -9.9103  0.28
H79 1.8093 -8.4117 -10.0136  0.22
C37 13.8067 2.0774 -11.8824  -0.77
O16 13.0487 0.8900 -12.0574  -0.31
C38 13.8382 -0.1994 -11.4960  -0.65
C39 13.0290 -1.5596 -11.3555  -0.66
O17 12.1469 -1.5536 -10.2092  -0.31
C40 11.1199 -0.5548 -10.1380  -0.17
C41 10.2306 -0.7084 -8.8855  -0.76
O18 9.3927 -1.8258 -8.8048  -0.36
C42 10.0506 -3.1063 -8.6311  -0.65
H80 14.7375 1.9745 -12.4403  0.33
H81 14.2429 2.1714 -10.8879  0.33
H82 13.3034 2.9718 -12.2497  0.26
H83 14.1236 -0.0845 -10.4503  0.37
H84 14.7850 -0.4122 -11.9923  0.54
H85 13.7489 -2.3751 -11.2853  0.36
H86 12.5427 -1.7386 -12.3145  0.32
H87 10.4818 -0.4328 -11.0133  0.32
H88 11.5890 0.4201 -10.0050  0.27
H89 9.5918 0.1653 -8.7560  0.36
H90 10.9603 -0.7120 -8.0757  0.39
H91 10.7820 -3.1520 -7.8243  0.28
H92 10.5696 -3.4996 -9.5052  0.23
H93 9.2782 -3.8392 -8.3978  0.27
C43 5.2524 -4.8226 1.3692  -0.74
O19 5.7616 -4.1936 2.5047  -0.24
C44 7.0385 -4.7479 2.9109  -0.54
C45 7.7506 -3.8911 4.0248  -0.49
O20 7.0883 -4.0367 5.2835  -0.39
C46 5.9362 -3.1943 5.5332  -0.42
C47 6.2273 -1.6420 5.6389  -0.40
O21 7.1252 -1.2979 6.7141  -0.29
C48 7.2327 0.0941 6.9156  -0.75
H94 5.0094 -5.8520 1.6325  0.32
H95 5.8823 -4.7229 0.4853  0.29
H96 4.2533 -4.5121 1.0636  0.21
H97 7.6864 -4.8279 2.0380  0.44
H98 6.9250 -5.7168 3.3971  0.33
H99 7.8996 -2.8425 3.7673  0.26
H100 8.6855 -4.4250 4.1954  0.31
H101 5.5105 -3.5873 6.4565  0.27
H102 5.2378 -3.4823 4.7475  0.32
H103 5.2771 -1.1150 5.7247  0.40
H104 6.7500 -1.3130 4.7408  0.26
H105 7.6991 0.5314 6.0328  0.31
H106 7.9046 0.2591 7.7578  0.26
H107 6.3563 0.6726 7.2080  0.30
C49 -6.1435 4.4718 5.9438  -0.77
O22 -6.8660 5.5162 6.5151  -0.31
C50 -7.1248 5.4322 7.8993  -0.53
C51 -8.1086 6.5185 8.4013  -0.53
O23 -7.5992 7.8626 8.3366  -0.28
C52 -8.5290 8.7815 8.9486  -0.47
C53 -7.8942 10.1343 8.9060  -0.34
O24 -8.9206 11.0424 9.3826  -0.33
C54 -8.5260 12.3783 9.0925  -0.74
H108 -6.7225 3.5712 5.7393  0.30
H109 -5.3158 4.0976 6.5463  0.30
H110 -5.7303 4.7856 4.9852  0.26
H111 -6.2271 5.4156 8.5174  0.33
H112 -7.6065 4.4552 7.9357  0.40
H113 -8.3604 6.1529 9.3968  0.35
H114 -9.0004 6.4779 7.7758  0.31
H115 -8.5754 8.4775 9.9944  0.26
H116 -9.5477 8.7914 8.5609  0.30
H117 -7.5369 10.4058 7.9127  0.36
H118 -7.0530 10.2147 9.5944  0.28
H119 -8.6646 12.6898 8.0572  0.29
H120 -7.4784 12.5328 9.3509  0.30
H121 -9.1069 13.0801 9.6909  0.27
C55 -5.0329 -0.6118 11.3483  -0.50
O25 -5.3817 -1.5184 10.3489  -0.37
C56 -4.5899 -2.6947 10.3639  -0.69
C57 -3.1925 -2.3736 9.8302  -0.38
O26 -2.4252 -1.5121 10.6137  -0.16
C58 -1.0102 -1.4164 10.4151  -0.66
C59 -0.4946 -0.1905 11.1183  -0.55
O27 -1.1799 1.0619 10.7813  -0.32
C60 -0.8687 1.5746 9.4506  -0.74
H122 -5.8376 0.1143 11.4641  0.25
H123 -4.0977 -0.1066 11.1071  0.13
H124 -4.9570 -1.1367 12.3006  0.29
H125 -5.0483 -3.4414 9.7155  0.36
H126 -4.5789 -3.2270 11.3151  0.39
H127 -3.3370 -2.0299 8.8060  0.29
H128 -2.7709 -3.3782 9.8642  0.34
H129 -0.8247 -1.3213 9.3452  0.36
H130 -0.4941 -2.3527 10.6272  0.40
H131 0.5661 -0.1239 10.8766  0.38
H132 -0.6423 -0.4049 12.1767  0.31
H133 -1.4995 2.4635 9.4542  0.26
H134 -1.0803 0.9514 8.5818  0.29
H135 0.1019 2.0506 9.3116  0.33
C61 8.9464 8.4753 0.9186  -1.04
C62 8.0707 7.4072 1.7275  -0.25
O28 8.4931 6.0933 1.4314  -0.29
C63 7.9149 5.3271 0.5055  0.44
O29 6.9303 5.6365 -0.2246  -0.56
C64 8.6237 3.9773 0.2027  0.84
F1 9.7722 3.8137 0.9311  -0.26
F2 7.8145 3.0123 0.5384  -0.23
F3 9.0036 3.9226 -1.0411  -0.23
H136 9.8613 7.9419 0.6605  0.33
H137 9.2244 9.2507 1.6325  0.33
H138 8.4327 8.9095 0.0609  0.30
H139 7.0080 7.6403 1.6609  0.33
H140 8.3172 7.5182 2.7834  0.31
C65 2.3600 -0.9344 -1.8516  -1.13
C66 1.3151 -0.6598 -0.7203  -0.24
O30 0.7448 -1.9075 -0.2448  -0.24
C67 0.2551 -2.0486 1.0069  0.38
O31 0.2934 -1.2362 1.9706  -0.57
C68 -0.5356 -3.3759 1.1173  0.90
F4 -1.8255 -3.1647 1.3762  -0.24
F5 -0.4255 -4.1334 0.0211  -0.23
F6 0.0188 -3.9853 2.1357  -0.24
H141 1.9439 -1.4743 -2.7021  0.32
H142 3.1348 -1.6248 -1.5184  0.27
H143 2.7970 -0.0957 -2.3936  0.39
H144 0.5203 0.0231 -1.0204  0.30
H145 1.8166 -0.1390 0.0953  0.31
C69 2.3466 -10.7415 6.9809  -1.09
C70 1.9721 -9.8362 8.1920  -0.30
O32 0.8143 -10.3701 8.7664  -0.19
C71 0.4674 -10.0309 10.0131  0.34
O33 1.0830 -9.2843 10.7565  -0.54
C72 -0.8129 -10.7494 10.4915  0.89
F7 -0.5252 -11.4079 11.6191  -0.26
F8 -1.7516 -9.8439 10.6871  -0.24
F9 -1.1794 -11.6327 9.6331  -0.23
H146 2.5739 -11.7358 7.3654  0.31
H147 3.2039 -10.2681 6.5024  0.37
H148 1.5717 -10.7191 6.2147  0.30
H149 1.7920 -8.8318 7.8090  0.28
H150 2.7440 -9.7787 8.9594  0.36

LUMO level: 0.323 eV
Net charge: 0
Maximum force: 4.95 eV/A
Orbital gap: 9.484 eV
Multiplicity: 1
HOMO energy: -9.2 eV

---

2.
This record from the OMol25 dataset describes a 6-piece molecular cluster, C43H52BBr10F3N4O2S overall. The level of theory is ωB97M-V/def2-TZVPD.

Last column: Mulliken charge in e.
Element x y z (Å)
C1 0.5266 0.4383 4.1509  -1.34
C2 1.0453 -0.5700 3.1042  -0.21
C3 -0.0109 -1.1279 2.1544  0.90
C4 -1.1659 -1.6922 2.9861  -1.86
N1 -0.5792 -0.1144 1.1906  1.30
C5 -1.0726 -0.8690 0.0613  -1.28
C6 -2.4503 -1.0303 -0.1049  0.11
C7 -3.4411 -0.4089 0.8370  0.28
C8 -4.5407 -1.4096 1.2769  -1.07
C9 -5.0266 -1.1923 2.6896  0.60
F1 -6.3136 -1.5738 2.8354  -0.33
F2 -4.3146 -1.8991 3.5892  -0.28
F3 -4.9604 0.0942 3.0813  -0.14
C10 -2.8767 -1.7828 -1.1958  -0.36
C11 -1.9992 -2.3647 -2.1105  0.47
B1 -2.5784 -3.1670 -3.3412  0.83
N2 -2.7239 -4.6004 -3.3576  -0.43
O1 -2.9363 -2.4509 -4.4819  -0.73
C12 -0.6371 -2.1967 -1.9200  -0.72
N3 0.3081 -2.7907 -2.8281  -0.50
C13 0.5433 -3.9833 -2.6965  0.72
O2 0.7160 -5.1348 -2.6007  -0.51
C14 -0.1791 -1.4365 -0.8512  0.53
S1 1.5461 -1.1776 -0.6099  -0.22
C15 1.4634 0.5050 -0.0626  1.20
C16 2.4309 1.4139 -0.4706  0.38
C17 3.6085 1.0538 -1.3447  -1.61
C18 3.2757 0.3708 -2.6503  1.22
C19 2.1995 0.7422 -3.4505  -0.43
C20 1.9687 0.0742 -4.6384  -0.64
C21 2.7882 -0.9588 -5.0751  -0.67
C22 3.8559 -1.3360 -4.2787  -0.60
C23 4.0983 -0.6557 -3.0917  -0.67
C24 2.2927 2.7295 -0.0369  -1.14
C25 1.2264 3.1288 0.7589  1.28
C26 1.1425 4.6021 1.1087  -1.77
C27 0.2646 2.1971 1.1647  0.51
C28 -0.8996 2.6719 1.9791  0.16
C29 -0.6483 3.3233 3.1848  -0.45
C30 -1.7309 3.7571 3.9342  -1.19
C31 -2.9983 3.5111 3.4246  -0.23
C32 -3.1488 2.8824 2.2017  -0.12
N4 -2.1114 2.4600 1.4760  -0.32
C33 0.3916 0.8606 0.7590  -2.00
H1 -0.4792 0.7848 3.9427  0.36
H2 1.2187 1.2754 4.2320  0.18
H3 0.5407 -0.0275 5.1374  0.36
H4 1.3932 -1.4296 3.6818  0.46
H5 1.9275 -0.1950 2.5891  0.10
H6 0.4329 -1.9889 1.6523  0.28
H7 -1.7311 -0.9002 3.4764  0.21
H8 -1.8639 -2.2340 2.3492  0.36
H9 -0.7822 -2.3385 3.7751  0.57
H10 -3.9426 0.4082 0.3157  0.65
H11 -2.9737 0.0328 1.7079  -0.39
H12 -5.4046 -1.2969 0.6261  0.31
H13 -4.1530 -2.4255 1.2327  0.54
H14 -3.9409 -1.9324 -1.3513  0.24
H15 -3.5057 -4.9211 -2.7961  0.26
H16 -2.9524 -4.8810 -4.3071  0.19
H17 -3.6491 -1.8360 -4.2806  0.19
H18 4.2429 0.3664 -0.7790  0.04
H19 4.2237 1.9397 -1.5130  0.58
H20 1.5561 1.5463 -3.1163  0.43
H21 1.1326 0.3648 -5.2630  0.49
H22 2.6186 -1.4731 -6.0104  0.51
H23 4.5321 -2.1283 -4.5700  0.50
H24 4.9372 -0.9859 -2.4881  0.50
H25 3.0138 3.4671 -0.3648  0.42
H26 1.3916 4.8292 2.1402  0.27
H27 1.7738 5.1542 0.4158  0.47
H28 0.1266 4.9494 0.9116  0.35
H29 0.3573 3.4701 3.5458  0.62
H30 -1.5948 4.2480 4.8871  0.41
H31 -3.8503 3.8421 4.0257  0.13
H32 -4.1425 2.7254 1.8014  0.49
Br1 4.5856 0.4540 4.1872  -0.12
C34 4.5826 -0.7784 5.6916  -0.58
C35 5.2852 -2.0665 5.3570  -0.60
Br2 4.1935 -3.2078 4.2243  -0.10
H33 3.5445 -0.9265 5.9714  0.33
H34 5.1029 -0.2592 6.4935  0.40
H35 5.4709 -2.6437 6.2599  0.39
H36 6.2211 -1.9064 4.8314  0.27
Br3 -6.2616 -1.7841 -3.6480  -0.14
C36 -6.3741 -1.9020 -5.5915  -0.56
C37 -7.0083 -3.1939 -6.0335  -0.60
Br4 -5.7920 -4.7016 -5.8810  -0.13
H37 -5.3664 -1.7739 -5.9744  0.32
H38 -6.9883 -1.0572 -5.8941  0.40
H39 -7.2701 -3.1418 -7.0877  0.35
H40 -7.8893 -3.4448 -5.4522  0.39
Br5 -6.0245 3.1411 3.8766  0.01
C38 -7.8423 3.2597 4.5629  -0.67
C39 -8.8272 3.6310 3.4865  -0.59
Br6 -8.7247 5.5207 3.0367  -0.14
H41 -7.8220 3.9762 5.3772  0.38
H42 -8.0672 2.2701 4.9551  0.35
H43 -9.8463 3.4719 3.8312  0.36
H44 -8.6657 3.0803 2.5658  0.37
Br7 6.7031 0.4456 0.6904  -0.09
C40 7.5479 -0.7661 1.9485  -0.14
C41 8.2277 -1.9115 1.2474  -0.59
Br8 6.9421 -3.2262 0.6158  -0.14
H45 6.7704 -1.0927 2.6323  -0.13
H46 8.2754 -0.1625 2.4873  0.34
H47 8.8759 -2.4478 1.9371  0.37
H48 8.8018 -1.5916 0.3842  0.40
Br9 5.4189 1.3035 -4.7689  0.05
C42 5.6453 2.1326 -6.5177  -0.67
C43 6.8937 1.6587 -7.2124  -0.59
Br10 8.4913 2.4891 -6.4747  -0.15
H49 5.6367 3.2077 -6.3680  0.40
H50 4.7622 1.8371 -7.0815  0.32
H51 6.8816 1.9450 -8.2619  0.37
H52 7.0330 0.5857 -7.1312  0.35

SMILES: CC[C@@H](C)N1c2c(CCC(F)(F)F)cc(B(N)O)c(N=C=O)c2Sc2c(Cc3ccccc3)cc(C)c(-c3ccccn3)c21.BrCCBr.BrCCBr.BrCCBr.BrCCBr.BrCCBr
LUMO level: 0.347 eV
Net charge: 0
Maximum force: 1.39 eV/A
Orbital gap: 8.015 eV
Multiplicity: 1
HOMO energy: -7.7 eV